No. 1
14
Properties=species:S:1:pos:R:3 method="wB97M-V/def2-TZVPD" lumo_energy_ev=3.622 mol_weight_g_mol=93.2 relative_energy_kcal_mol=36.7 charge=-1 homo_lumo_gap_ev=5.9 e_tot_ha=-593.11446
C 2.2943 -0.5008 -1.8491
O 2.3884 0.7676 -1.2550
H 1.7413 -1.2063 -1.1946
H 1.8829 -0.5647 -2.8636
H 3.1900 -1.1176 -1.8198
C -1.8772 0.7866 1.7165
C -1.2658 -0.3253 0.8715
S -2.3940 -1.1367 -0.3467
H -2.9272 0.9819 1.5210
H -1.3118 1.7184 1.6088
H -1.8948 0.5726 2.7970
H -0.4466 0.1891 0.3482
H -0.8646 -1.1334 1.4889
H 1.4851 0.9684 -1.0231


No. 2
14
Properties=species:S:1:pos:R:3 method="wB97M-V/def2-TZVPD" lumo_energy_ev=4.187 mol_weight_g_mol=93.2 relative_energy_kcal_mol=22.1 charge=-1 homo_lumo_gap_ev=6.6 e_tot_ha=-593.13768
C 2.0459 0.3005 1.6873
C 1.4861 0.2013 0.2807
C 0.0202 0.6742 0.3173
S -1.3683 -0.3936 0.6182
H 1.2500 0.0114 2.4154
H 2.0325 1.3487 1.9714
H 2.9918 -0.1638 1.9303
H 2.0183 0.7744 -0.5177
H 1.4996 -0.8150 -0.1915
H -0.0088 1.1578 -0.6778
H -0.1449 1.5255 1.0179
H -1.7705 -0.2568 -2.7831
H -0.3467 -0.2334 -2.4140
O -0.9203 -0.5627 -3.1367


No. 3
14
Properties=species:S:1:pos:R:3 method="wB97M-V/def2-TZVPD" lumo_energy_ev="0.893 / -2.572" spin_multiplicity=3 mol_weight_g_mol=108.1 relative_energy_kcal_mol=11.7 charge=0 homo_lumo_gap_ev="7.6 / 6.5" e_tot_ha=-859.04842
C 3.1080 0.2419 -1.5937
C -2.1585 1.1066 2.2997
C 0.5308 -0.8459 -2.3763
P 1.4411 0.5816 -1.4418
S -0.4271 -1.8436 -1.1134
H 3.4425 -0.6105 -2.2416
H 3.8403 0.8534 -1.1398
H -3.1097 1.2898 2.5580
H -1.6072 1.8958 2.7670
H -1.7723 0.1999 2.6946
H -1.8689 1.1589 1.1811
H -0.3252 -0.4428 -2.9985
H 1.3829 -1.3461 -2.7518
H -0.2424 -3.0694 -1.6502


No. 4
16
Properties=species:S:1:pos:R:3 method="wB97M-V/def2-TZVPD" lumo_energy_ev="-1.583 / -1.583" mol_weight_g_mol=172.3 relative_energy_kcal_mol=60.0 charge=0 homo_lumo_gap_ev="6.9 / 6.9" e_tot_ha=-1655.56453
C -1.8168 0.7245 1.4113
C 2.4754 -1.8175 -0.1272
C -0.6799 1.4343 0.6248
P -0.0928 0.4396 -0.9295
S 1.1719 1.2694 -2.1238
S -1.9289 0.0254 -1.7749
S 0.9478 -1.8099 0.6169
H -1.4892 0.1040 2.3290
H -2.6297 1.4436 1.6362
H -2.2034 0.0346 0.7486
H 2.6593 -0.9270 -0.6383
H 2.6067 -2.7058 -0.8080
H 3.3579 -1.7984 0.5450
H 0.1941 1.5980 1.2174
H -0.9423 2.3134 0.2669
H -1.6300 -0.3282 -2.9944


No. 5
13
Properties=species:S:1:pos:R:3 method="wB97M-V/def2-TZVPD" lumo_energy_ev=3.992 mol_weight_g_mol=77.2 relative_energy_kcal_mol=4.8 charge=-1 homo_lumo_gap_ev=6.4 e_tot_ha=-517.90631
S -0.7900 2.3099 0.0877
H -1.1644 1.4928 -0.9198
C 1.0689 -0.4773 0.6942
C 1.0239 -1.7378 -0.1681
C -0.4364 -2.0039 -0.5855
H 0.9380 0.3946 0.0506
H 2.0383 -0.4620 1.2128
H 0.2884 -0.4535 1.4473
H 1.4575 -2.5990 0.3419
H 1.5995 -1.5907 -1.0899
H -0.5242 -2.6730 -1.4512
H -0.9983 -2.5039 0.2071
H -0.8787 -1.0460 -0.8454


No. 6
8
Properties=species:S:1:pos:R:3 method="wB97M-V/def2-TZVPD" lumo_energy_ev="-1.607 / -1.583" mol_weight_g_mol=182.0 relative_energy_kcal_mol=0.0 charge=0 homo_lumo_gap_ev="7.2 / 7.2" e_tot_ha=-3241.62193
C -0.1210 -0.0613 -0.8110
C 0.1119 1.1830 -0.1880
C 0.1806 -1.5770 0.9853
N -0.2111 -1.1189 -0.0625
F -0.3500 -2.2610 1.9355
S 0.3868 1.3555 1.4181
Br 0.2017 2.6609 -1.4030
H -0.1990 -0.1812 -1.8744


No. 7
9
Properties=species:S:1:pos:R:3 method="wB97M-V/def2-TZVPD" lumo_energy_ev=-1.692 mol_weight_g_mol=173.0 relative_energy_kcal_mol=105.3 charge=0 homo_lumo_gap_ev=7.9 e_tot_ha=-2907.76313
C 0.8022 1.1139 1.3476
C 0.1102 1.4304 0.2084
C -0.2616 -1.3418 0.3446
N 1.4704 1.0647 2.2892
N -0.3024 -1.7548 1.4113
N -0.1999 -0.7203 -0.8151
N -0.2993 0.7359 -0.7471
Br -0.5901 -1.6364 -2.4493
H -0.7294 1.1085 -1.5895


No. 8
8
Properties=species:S:1:pos:R:3 method="wB97M-V/def2-TZVPD" lumo_energy_ev=-2.061 mol_weight_g_mol=142.9 relative_energy_kcal_mol=111.5 charge=0 homo_lumo_gap_ev=7.5 e_tot_ha=-1210.18752
C 0.6373 0.2779 -0.9992
C 1.6033 -0.4236 -0.4899
C 1.1750 -1.8628 1.1293
O -0.4175 0.7119 -1.0648
F 2.8014 -0.4998 -1.1671
Cl 2.1744 -3.4316 0.6287
Cl -0.4818 -2.5100 1.1248
H 1.1942 -1.8976 2.1393


No. 9
7
Properties=species:S:1:pos:R:3 method="wB97M-V/def2-TZVPD" lumo_energy_ev=-0.455 mol_weight_g_mol=122.0 relative_energy_kcal_mol=11.2 charge=0 homo_lumo_gap_ev=9.5 e_tot_ha=-1090.00396 smiles="N#CC=C(Cl)Cl"
C 0.4306 -0.0401 0.0420
C -0.5536 -1.0218 0.2829
C -1.9573 -0.7299 0.0268
H -0.0862 -2.0462 0.2267
N -3.0563 -0.5130 -0.1890
Cl -0.0074 1.6332 0.0247
Cl 2.0052 -0.6692 -0.0844


No. 10
8
Properties=species:S:1:pos:R:3 method="wB97M-V/def2-TZVPD" lumo_energy_ev="-3.772 / -3.444" mol_weight_g_mol=138.0 relative_energy_kcal_mol=62.1 charge=0 homo_lumo_gap_ev="6.8 / 7.9" e_tot_ha=-1165.16348
C -1.3906 0.0128 0.6052
C 1.2621 0.0767 0.2619
C -0.1798 0.4176 -0.0294
N -2.3907 -0.1190 1.1804
O 1.7013 -0.3801 1.2714
Cl -0.2756 1.3792 -1.4397
Cl -0.5751 -1.7824 -1.3680
H 1.8484 0.3953 -0.4818


No. 11
8
Properties=species:S:1:pos:R:3 method="wB97M-V/def2-TZVPD" lumo_energy_ev=0.735 mol_weight_g_mol=138.0 relative_energy_kcal_mol=27.9 charge=0 homo_lumo_gap_ev=10.7 e_tot_ha=-1165.21799 smiles=Clc1conc1Cl
C 0.1551 -0.3141 1.1028
C 0.5580 0.4711 0.0637
C -0.3286 -0.0908 -1.0666
N -1.0931 -0.9806 -0.5424
O -0.8711 -1.1273 0.7463
Cl 1.6172 1.7329 0.1465
Cl -0.5282 0.4405 -2.6549
H 0.4907 -0.1317 2.2046


No. 12
9
Properties=species:S:1:pos:R:3 method="wB97M-V/def2-TZVPD" lumo_energy_ev=-1.155 mol_weight_g_mol=170.0 relative_energy_kcal_mol=24.5 charge=0 homo_lumo_gap_ev=8.7 e_tot_ha=-1563.42907 smiles="O=C1C=NSC1(Cl)Cl"
C 1.4282 -0.2634 -0.0798
C 0.4036 0.7929 0.0362
C -1.1340 -0.0874 -0.0715
N 1.0281 -1.4690 0.0161
O 0.4204 1.9528 0.3160
S -0.5619 -1.8218 -0.0585
Cl -2.0457 0.4995 -1.5046
Cl -2.0414 0.2691 1.4722
H 2.5028 0.1273 -0.1262